No. 1
{"formula": "C31H22BrF5IrN3OSe", "method": "ωB97M-V with the def2-TZVPD basis set", "symbols": ["Ir", "Br", "C", "C", "C", "C", "O", "C", "C", "N", "C", "C", "C", "C", "C", "C", "C", "C", "N", "C", "C", "H", "H", "H", "H", "H", "H", "H", "H", "H", "H", "F", "C", "C", "F", "C", "F", "C", "Se", "C", "F", "C", "F", "C", "N", "C", "C", "C", "C", "C", "C", "C", "C", "H", "H", "H", "H", "H", "H", "H", "H", "H", "H", "H", "H"], "coordinates": [[0.02, 0.38, -0.01], [6.48, 2.34, 3.16], [4.87, 1.57, 2.54], [4.51, 0.28, 2.97], [3.35, -0.29, 2.54], [2.48, 0.38, 1.64], [1.42, -0.29, 1.27], [2.84, 1.69, 1.23], [2.04, 2.55, 0.42], [0.86, 2.27, -0.04], [0.05, 3.23, -0.70], [0.19, 4.59, -0.64], [-0.67, 5.43, -1.38], [-1.65, 4.90, -2.17], [-1.84, 3.50, -2.23], [-2.81, 2.88, -3.05], [-2.92, 1.52, -3.06], [-2.09, 0.76, -2.20], [-1.21, 1.31, -1.40], [-1.02, 2.68, -1.45], [4.06, 2.26, 1.69], [5.16, -0.25, 3.64], [3.06, -1.28, 2.86], [2.46, 3.53, 0.20], [0.96, 5.03, -0.02], [-0.54, 6.50, -1.31], [-2.29, 5.54, -2.76], [-3.45, 3.50, -3.66], [-3.62, 1.01, -3.69], [-2.18, -0.31, -2.16], [4.33, 3.25, 1.36], [-3.16, -2.67, 4.70], [-2.07, -2.05, 4.33], [-1.65, -0.87, 5.07], [-0.38, -0.55, 5.10], [-2.59, -0.01, 4.34], [-3.83, -0.04, 4.79], [-2.32, 0.35, 2.97], [-0.98, 1.40, 2.33], [-2.61, -1.01, 2.56], [-3.85, -1.41, 2.36], [-1.69, -2.10, 2.92], [-0.42, -2.02, 2.60], [0.93, -1.38, -3.42], [1.72, -2.32, -2.69], [1.86, -3.61, -3.32], [1.56, -2.29, -1.25], [0.14, -2.53, -0.78], [-0.39, -3.81, -0.79], [-1.72, -4.05, -0.46], [-2.55, -2.99, -0.12], [-2.04, -1.70, -0.12], [-0.69, -1.45, -0.40], [1.40, -1.15, -4.38], [0.84, -0.44, -2.86], [-0.10, -1.72, -3.64], [2.26, -3.48, -4.32], [0.92, -4.18, -3.41], [2.57, -4.22, -2.76], [1.92, -1.33, -0.88], [2.21, -3.06, -0.82], [0.25, -4.64, -1.06], [-2.11, -5.06, -0.47], [-3.59, -3.17, 0.14], [-2.70, -0.87, 0.14]], "e_homo_ev": [-10.3772, -10.3540], "largest_force_ev_per_a": 0.54, "charge": 1, "lumo_ev": [-3.69, -5.26], "multiplicity": 6, "s2": 8.790, "total_energy_ha": -7012.54671}

---

No. 2
{"formula": "C43H44N6STi", "method": "ωB97M-V with the def2-TZVPD basis set", "symbols": ["Ti", "C", "C", "C", "C", "C", "C", "C", "N", "C", "C", "C", "C", "C", "C", "C", "N", "C", "C", "C", "C", "H", "H", "H", "H", "H", "H", "H", "H", "H", "H", "H", "H", "H", "H", "H", "H", "H", "H", "H", "H", "H", "H", "H", "H", "C", "C", "C", "C", "C", "C", "C", "C", "C", "C", "C", "C", "C", "C", "C", "N", "H", "H", "H", "H", "H", "H", "H", "H", "H", "H", "S", "C", "N", "C", "C", "C", "N", "H", "H", "H", "H", "H", "N", "C", "C", "C", "C", "C", "C", "H", "H", "H", "H", "H"], "coordinates": [[-0.15, -0.11, -1.78], [4.88, 1.14, 3.62], [4.33, -0.21, 3.14], [3.43, -0.81, 4.24], [5.50, -1.16, 2.90], [3.49, -0.01, 1.89], [3.70, -0.70, 0.70], [2.84, -0.52, -0.38], [1.80, 0.31, -0.34], [1.59, 0.98, 0.80], [2.40, 0.86, 1.92], [0.35, 1.81, 0.78], [0.01, 2.67, 1.82], [-1.15, 3.42, 1.75], [-1.92, 3.26, 0.59], [-1.54, 2.37, -0.39], [-0.42, 1.63, -0.28], [-1.62, 4.34, 2.87], [-2.94, 3.80, 3.43], [-0.60, 4.43, 4.01], [-1.84, 5.75, 2.31], [5.49, 0.99, 4.52], [4.09, 1.84, 3.85], [5.52, 1.59, 2.85], [4.01, -0.97, 5.15], [3.01, -1.76, 3.92], [2.60, -0.14, 4.48], [6.09, -1.25, 3.82], [6.16, -0.80, 2.11], [5.16, -2.16, 2.63], [4.51, -1.41, 0.59], [2.96, -1.07, -1.30], [2.16, 1.39, 2.82], [0.66, 2.75, 2.68], [-2.84, 3.82, 0.45], [-2.12, 2.17, -1.28], [-2.80, 2.80, 3.86], [-3.70, 3.72, 2.66], [-3.31, 4.46, 4.22], [-0.44, 3.46, 4.48], [-0.98, 5.12, 4.77], [0.36, 4.81, 3.66], [-2.62, 5.76, 1.55], [-0.93, 6.14, 1.85], [-2.14, 6.43, 3.11], [3.57, 0.46, -4.27], [3.44, -0.47, -5.30], [2.32, -1.28, -5.33], [1.33, -1.20, -4.35], [1.47, -0.33, -3.25], [2.59, 0.51, -3.28], [0.09, -1.98, -4.42], [-0.27, -2.80, -5.48], [-1.46, -3.50, -5.45], [-2.31, -3.44, -4.33], [-3.51, -4.17, -4.20], [-4.20, -4.13, -2.96], [-3.84, -3.34, -1.92], [-2.69, -2.37, -2.02], [-1.87, -2.55, -3.28], [-0.75, -1.85, -3.36], [4.41, 1.14, -4.24], [4.19, -0.54, -6.08], [2.21, -1.98, -6.15], [2.71, 1.26, -2.50], [0.37, -2.88, -6.35], [-1.74, -4.13, -6.28], [-3.81, -4.84, -5.00], [-5.05, -4.80, -2.83], [-4.37, -3.41, -0.98], [-1.99, -2.54, -1.19], [-0.52, 4.17, -4.50], [-0.44, 2.74, -3.66], [-0.38, 1.76, -3.04], [-4.77, -0.36, -0.09], [-4.49, -0.49, -1.58], [-3.04, -0.88, -1.82], [-2.14, -0.02, -1.78], [-5.79, -0.01, 0.12], [-4.06, 0.35, 0.36], [-4.63, -1.31, 0.42], [-4.66, 0.46, -2.09], [-5.16, -1.24, -2.02], [-0.01, -1.32, -0.47], [-0.19, -1.96, 0.69], [0.27, -3.28, 0.92], [0.16, -3.88, 2.16], [-0.43, -3.21, 3.24], [-0.91, -1.92, 3.03], [-0.81, -1.31, 1.80], [0.73, -3.80, 0.09], [0.53, -4.89, 2.29], [-0.52, -3.69, 4.21], [-1.39, -1.39, 3.85], [-1.21, -0.31, 1.64]], "e_homo_ev": 0.3291, "largest_force_ev_per_a": 1.16, "charge": -2, "lumo_ev": 3.55, "total_energy_ha": -3241.26943}

---

No. 3
{"formula": "C3H6N2O", "method": "ωB97M-V with the def2-TZVPD basis set", "symbols": ["O", "C", "N", "C", "C", "N", "H", "H", "H", "H", "H", "H"], "coordinates": [[-2.18, 0.35, -1.37], [-1.17, 0.15, -0.73], [-1.03, 0.04, 0.68], [0.30, -0.40, 1.03], [1.12, 0.11, -0.19], [0.14, 0.00, -1.24], [-1.86, -0.08, 1.23], [0.57, 0.01, 1.99], [0.31, -1.51, 1.03], [2.07, -0.37, -0.33], [1.41, 1.21, 0.01], [0.31, 0.50, -2.10]], "e_homo_ev": -9.5402, "largest_force_ev_per_a": 2.85, "lumo_ev": 0.93, "relative_energy_kj_mol": 19.6, "smiles": "O=C1NCCN1", "total_energy_ha": -302.68563}

---

No. 4
{"formula": "C6H14OSi", "method": "ωB97M-V with the def2-TZVPD basis set", "symbols": ["C", "Si", "C", "C", "C", "C", "C", "O", "H", "H", "H", "H", "H", "H", "H", "H", "H", "H", "H", "H", "H", "H"], "coordinates": [[-1.19, 1.81, 0.82], [-0.37, 0.10, 0.87], [-0.89, -0.76, 2.45], [-0.74, -0.95, -0.60], [0.04, -0.65, -1.88], [1.51, -0.55, -1.57], [1.86, 0.58, -0.60], [1.30, 0.34, 0.64], [-2.27, 1.99, 0.80], [-0.77, 2.27, -0.06], [-0.83, 2.35, 1.65], [-0.28, -1.65, 2.54], [-0.72, -0.20, 3.39], [-1.97, -0.89, 2.33], [-1.84, -0.90, -0.58], [-0.65, -2.02, -0.40], [-0.08, -1.37, -2.66], [-0.37, 0.34, -2.15], [2.01, -0.60, -2.57], [1.84, -1.49, -1.07], [2.98, 0.70, -0.42], [1.43, 1.54, -0.94]], "e_homo_ev": -9.4464, "largest_force_ev_per_a": 2.59, "lumo_ev": 0.94, "relative_energy_kj_mol": 46.4, "smiles": "C[Si]1(C)CCCCO1", "total_energy_ha": -601.78347}

---

No. 5
{"formula": "C6H14N3S2", "method": "ωB97M-V with the def2-TZVPD basis set", "symbols": ["C", "C", "C", "C", "C", "C", "N", "N", "N", "S", "S", "H", "H", "H", "H", "H", "H", "H", "H", "H", "H", "H", "H", "H", "H"], "coordinates": [[1.31, 0.46, -1.62], [0.82, -0.56, -0.84], [-0.89, 3.32, 0.82], [-0.72, 1.65, 2.70], [1.19, -2.93, -0.58], [-0.95, -2.26, -1.44], [-0.30, 1.16, 0.41], [-0.66, 1.97, 1.32], [0.48, -1.88, -1.39], [1.44, 2.05, -1.21], [0.15, -0.36, 0.78], [1.85, 0.13, -2.48], [-0.42, 3.36, -0.23], [-1.92, 3.68, 0.78], [-0.39, 4.05, 1.56], [-1.03, 2.57, 3.28], [-1.35, 0.70, 2.91], [0.39, 1.35, 2.94], [0.73, -3.93, -0.70], [2.32, -2.94, -0.79], [0.88, -2.70, 0.49], [-0.90, -3.37, -1.30], [-1.57, -1.82, -0.57], [-1.43, -1.88, -2.41], [0.94, -1.80, -2.40]], "e_homo_ev": [-10.6865, -10.6851], "largest_force_ev_per_a": 3.24, "charge": 1, "lumo_ev": [-4.05, -4.05], "relative_energy_kj_mol": 95.6, "total_energy_ha": -1197.23015}